Entry 1:
DFT (the ωB97M-V functional and the def2-TZVPD basis) results for 3 unconnected molecules or ions with the total composition C16H33BrN3O2 at a distorted geometry.

Geometry as XYZ:
```
55
Properties=species:S:1:pos:R:3
C 4.391 2.871 -0.720
C 4.493 1.294 -0.927
Br 6.351 0.940 -1.542
C 3.404 0.814 -1.963
C 1.991 1.179 -1.356
C 0.949 1.698 -2.258
C -0.333 2.063 -1.635
N -0.548 1.940 -0.281
C 0.408 1.432 0.587
C 1.725 1.036 0.087
H 4.480 3.438 -1.683
H 5.283 3.148 -0.086
H 3.464 3.175 -0.161
H 4.411 0.825 0.084
H 3.520 1.423 -2.903
H 3.479 -0.269 -2.243
H 1.067 1.839 -3.355
H -1.138 2.446 -2.302
H -1.438 2.226 0.140
H 0.222 1.305 1.681
H 2.467 0.655 0.828
C -5.781 1.719 -1.193
C -5.355 1.311 -2.601
C -4.883 -0.151 -2.703
O -3.573 -0.381 -2.192
C -3.505 -0.529 -0.786
N -4.327 2.244 -3.079
H -4.931 1.897 -0.533
H -6.355 2.647 -1.227
H -6.413 0.953 -0.737
H -6.234 1.414 -3.244
H -4.833 -0.415 -3.763
H -5.602 -0.840 -2.246
H -4.386 -1.031 -0.380
H -3.370 0.449 -0.313
H -2.626 -1.132 -0.552
H -4.118 2.032 -4.052
H -3.463 2.012 -2.591
C 1.297 -4.294 3.494
C 1.022 -3.257 2.409
C 2.263 -2.437 2.013
O 2.624 -1.424 2.944
C 3.374 -1.886 4.060
N -0.083 -2.393 2.844
H 1.379 -3.850 4.487
H 0.482 -5.019 3.539
H 2.219 -4.844 3.288
H 0.696 -3.804 1.518
H 2.031 -1.905 1.082
H 3.120 -3.085 1.793
H 4.049 -2.702 3.792
H 2.703 -2.193 4.864
H 3.971 -1.052 4.433
H -0.331 -1.769 2.079
H 0.287 -1.765 3.558
```

* total energy: -95726.63407 eV
* max |F|: 3.76 eV/A
* 2S+1: 1
* charge: +1
* frontier orbital gap: 7.2 eV
* LUMO level: -4.581 eV


Entry 2:
DFT (the ωB97M-V functional and the def2-TZVPD basis) results for a single C5H6O2 molecule.

Geometry as XYZ:
```
13
Properties=species:S:1:pos:R:3
O 2.075 -1.373 -2.284
C 1.899 -0.873 -1.204
C 1.134 -1.546 -0.071
C 0.104 -0.608 0.380
C -0.680 0.265 0.657
C -1.658 1.319 0.973
O -1.722 2.336 -0.004
H 2.265 0.145 -0.961
H 0.719 -2.491 -0.432
H 1.833 -1.765 0.748
H -2.640 0.852 1.141
H -1.370 1.817 1.903
H -1.957 1.924 -0.846
```

* total energy: -9374.70645 eV
* max |F|: 0.52 eV/A
* 2S+1: 1
* frontier orbital gap: 10.7 eV
* LUMO level: 0.746 eV
* structure (SMILES): O=CCC#CCO


Entry 3:
DFT (the ωB97M-V functional and the def2-TZVPD basis) results for a molecular structure, C36H38BrN4O2Pd at a distorted geometry.

Geometry as XYZ:
```
82
Properties=species:S:1:pos:R:3
Pd 0.093 0.036 -0.064
O -0.756 5.360 0.709
C -0.150 5.413 -0.533
C -0.015 6.579 -1.263
C 0.573 6.500 -2.518
C 1.014 5.284 -3.031
C 0.870 4.126 -2.286
C 0.300 4.184 -1.021
C 0.163 2.971 -0.136
O 0.655 1.842 -0.698
N -1.331 2.797 0.035
N -1.779 1.660 -0.115
C -3.153 1.452 -0.117
C -3.592 0.229 -0.484
Br -2.372 -1.077 -1.064
C -4.989 -0.163 -0.604
C -6.095 0.370 0.005
C -7.370 -0.004 -0.554
C -8.525 0.541 -0.064
C -8.450 1.413 1.028
C -7.226 1.741 1.649
C -6.063 1.235 1.154
H -0.979 6.252 1.004
H -0.369 7.526 -0.876
H 0.675 7.404 -3.104
H 1.461 5.247 -4.014
H 1.197 3.172 -2.676
H 0.531 3.157 0.888
H -1.902 3.637 0.228
H -3.840 2.279 0.036
H -5.167 -0.989 -1.286
H -7.399 -0.693 -1.389
H -9.482 0.291 -0.498
H -9.368 1.825 1.430
H -7.227 2.364 2.533
H -5.132 1.423 1.671
C 2.424 1.757 2.545
C 3.072 2.132 1.245
C 3.809 3.294 1.080
C 4.418 3.579 -0.133
C 4.300 2.718 -1.212
C 3.556 1.551 -1.103
C 3.381 0.595 -2.244
C 2.979 1.270 0.142
N 2.279 0.063 0.298
C 2.788 -1.072 0.581
C 4.234 -1.293 0.859
C 1.837 -2.237 0.625
C 2.372 -3.593 0.928
N 0.620 -1.938 0.383
C -0.383 -2.991 0.354
C -0.528 -3.736 -0.815
C 0.388 -3.584 -1.998
C -1.565 -4.669 -0.842
C -2.399 -4.840 0.253
C -2.214 -4.080 1.400
C -1.199 -3.130 1.474
C -0.989 -2.310 2.714
H 2.442 2.595 3.239
H 2.947 0.925 3.024
H 1.384 1.435 2.413
H 3.924 3.986 1.905
H 4.995 4.488 -0.234
H 4.779 2.969 -2.149
H 3.726 1.043 -3.174
H 2.333 0.306 -2.367
H 3.962 -0.318 -2.091
H 4.819 -0.389 0.721
H 4.623 -2.082 0.213
H 4.353 -1.647 1.886
H 2.912 -3.570 1.876
H 3.085 -3.899 0.161
H 1.578 -4.332 0.985
H 0.682 -2.546 -2.177
H -0.092 -3.950 -2.904
H 1.305 -4.164 -1.872
H -1.707 -5.272 -1.730
H -3.186 -5.581 0.216
H -2.859 -4.227 2.257
H -1.820 -2.437 3.404
H -0.898 -1.240 2.494
H -0.080 -2.602 3.244
```

* total energy: -121497.79965 eV
* max |F|: 4.32 eV/A
* 2S+1: 1
* charge: +3
* frontier orbital gap: 4.0 eV
* LUMO level: -11.660 eV


Entry 4:
DFT (the ωB97M-V functional and the def2-TZVPD basis) results for 2 unconnected molecules or ions with the total composition C2H4N5O3 at a distorted geometry.

Geometry as XYZ:
```
14
Properties=species:S:1:pos:R:3
C -0.751 0.367 -1.676
C -0.932 -0.944 0.414
N 2.967 1.068 0.309
N 1.987 0.762 -0.334
N -0.147 -0.171 1.139
N -1.089 -0.669 -1.013
N 4.205 1.455 0.384
O 5.032 0.549 0.511
O -1.753 -1.752 0.778
O 4.408 2.660 0.770
H -0.021 0.972 -1.262
H 0.794 0.359 0.538
H -0.097 -0.521 2.128
H -1.770 -1.228 -1.506
```

* total energy: -15725.39528 eV
* max |F|: 4.51 eV/A
* 2S+1: 1
* charge: -1
* frontier orbital gap: 7.7 eV
* LUMO level: 3.583 eV


Entry 5:
DFT (the ωB97M-V functional and the def2-TZVPD basis) results for a molecular structure, C37H43N6OP3V at a distorted geometry.

Geometry as XYZ:
```
91
Properties=species:S:1:pos:R:3
V 0.002 -0.680 -1.890
N 4.940 -0.843 1.449
C 5.042 -0.262 0.238
O 5.786 0.641 -0.040
C 4.088 -0.849 -0.782
C 4.575 -1.634 -1.824
C 3.671 -2.122 -2.760
C 2.334 -1.797 -2.623
N 1.863 -1.013 -1.642
C 2.735 -0.548 -0.744
H 5.606 -0.585 2.162
H 4.347 -1.639 1.616
H 5.629 -1.851 -1.904
H 4.005 -2.734 -3.585
H 1.601 -2.162 -3.347
H 2.328 0.113 0.013
C 0.035 -0.202 1.826
P -0.794 -0.005 0.200
C -1.368 1.715 0.300
C -2.618 2.116 -0.163
C -3.003 3.442 -0.055
C -2.139 4.383 0.484
C -0.882 3.996 0.920
C -0.492 2.673 0.816
C -2.218 -1.122 0.400
C -2.101 -2.361 -0.234
C -3.122 -3.292 -0.150
C -4.253 -2.997 0.598
C -4.353 -1.789 1.271
C -3.341 -0.847 1.173
P 0.274 -2.025 2.257
C -1.338 -2.368 3.087
C -2.024 -3.538 2.783
C -3.222 -3.828 3.415
C -3.734 -2.964 4.368
C -3.029 -1.819 4.707
C -1.835 -1.525 4.077
C 1.203 -1.838 3.829
C 1.189 -2.963 4.656
C 1.780 -2.923 5.903
C 2.402 -1.762 6.336
C 2.446 -0.654 5.508
C 1.860 -0.691 4.255
H -0.564 0.312 2.587
H 1.023 0.261 1.767
H -3.301 1.384 -0.576
H -3.989 3.741 -0.380
H -2.448 5.412 0.574
H -0.211 4.724 1.347
H 0.495 2.385 1.151
H -1.179 -2.595 -0.785
H -3.034 -4.248 -0.647
H -5.051 -3.719 0.665
H -5.217 -1.589 1.884
H -3.426 0.096 1.690
H -1.618 -4.224 2.052
H -3.759 -4.730 3.159
H -4.664 -3.195 4.865
H -3.409 -1.158 5.471
H -1.277 -0.651 4.388
H 0.691 -3.864 4.321
H 1.743 -3.789 6.544
H 2.857 -1.724 7.312
H 2.926 0.252 5.842
H 1.915 0.191 3.634
C 1.714 4.070 -3.699
N 2.212 2.901 -4.402
C 1.514 2.762 -5.668
N 0.081 2.639 -5.465
C -0.408 3.809 -4.755
N 0.278 3.988 -3.486
C -0.077 2.988 -2.524
P 0.413 1.260 -3.098
C 2.177 1.708 -3.608
C -0.299 1.407 -4.844
H 1.925 4.954 -4.302
H 2.223 4.167 -2.737
H 1.887 1.885 -6.201
H 1.701 3.652 -6.276
H -1.482 3.712 -4.574
H -0.229 4.686 -5.379
H -1.160 3.003 -2.350
H 0.433 3.188 -1.575
H 2.600 0.874 -4.184
H 2.782 1.862 -2.706
H -1.395 1.365 -4.805
H 0.067 0.563 -5.443
N -2.070 -0.836 -2.803
H -2.065 -1.650 -3.424
H -2.406 -0.050 -3.359
H -2.790 -1.027 -2.103
```

* total energy: -103595.33433 eV
* max |F|: 2.80 eV/A
* 2S+1: 2
* charge: +2
* frontier orbital gap (alpha / beta): 6.6 / 6.6 eV
* expectation value of S²: 0.7641
* LUMO level (alpha / beta): -6.265 / -6.223 eV


Entry 6:
DFT (the ωB97M-V functional and the def2-TZVPD basis) results for a molecular structure, C26H36FN4PbS6Si at a distorted geometry.

Geometry as XYZ:
```
75
Properties=species:S:1:pos:R:3
Pb 0.000 0.000 0.000
C -2.326 1.600 2.727
C -1.962 1.814 1.291
C -2.686 1.202 0.277
C -2.384 1.417 -1.060
C -3.171 0.757 -2.140
C -1.325 2.255 -1.374
C -0.584 2.885 -0.384
C 0.547 3.794 -0.746
C -0.910 2.649 0.943
H -1.755 0.799 3.203
H -3.380 1.346 2.820
H -2.159 2.511 3.306
H -3.503 0.553 0.534
H -2.705 -0.180 -2.449
H -3.247 1.396 -3.022
H -4.186 0.527 -1.808
H -1.088 2.442 -2.408
H 1.488 3.244 -0.821
H 0.680 4.582 -0.001
H 0.370 4.278 -1.710
H -0.339 3.127 1.720
C 1.014 1.076 -3.047
Si 0.190 -0.597 -3.289
C -1.253 -0.382 -4.468
C 1.438 -1.766 -4.061
N -0.343 -1.178 -1.737
C -0.975 -2.343 -1.521
C -1.359 -3.352 -2.413
C -2.020 -4.508 -1.967
C -2.313 -4.680 -0.614
C -1.942 -3.693 0.290
C -1.288 -2.559 -0.184
F -0.912 -1.584 0.649
H 1.362 1.473 -4.005
H 1.875 0.991 -2.378
H 0.311 1.795 -2.615
H -0.915 0.078 -5.402
H -2.017 0.267 -4.029
H -1.721 -1.339 -4.717
H 1.837 -1.337 -4.986
H 0.991 -2.733 -4.308
H 2.276 -1.941 -3.380
H -1.153 -3.263 -3.474
H -2.302 -5.268 -2.688
H -2.824 -5.573 -0.273
H -2.149 -3.784 1.348
C -1.687 0.799 5.724
C -0.442 -0.040 5.484
C 0.212 0.312 4.190
N -0.186 -0.117 3.011
N 0.601 0.376 1.990
C 1.569 1.150 2.425
N 2.486 1.743 1.638
S 1.590 1.336 4.133
H -2.158 0.517 6.671
H -2.421 0.655 4.924
H -1.445 1.866 5.769
H -0.719 -1.100 5.466
H 0.253 0.088 6.323
H 2.564 1.372 0.698
H 3.369 2.012 2.055
C 4.189 -2.677 -1.585
S 5.171 -1.317 -0.912
C 4.771 -0.064 -2.060
C 3.566 0.548 -2.170
S 2.063 0.356 -1.308
S 3.476 1.789 -3.428
C 5.124 1.666 -3.987
S 5.760 2.599 -5.221
S 6.052 0.454 -3.134
H 4.481 -3.603 -1.082
H 4.375 -2.798 -2.656
H 3.121 -2.528 -1.417
H 1.442 -1.075 0.211
```

* total energy: -114344.09135 eV
* max |F|: 9.99 eV/A
* 2S+1: 1
* charge: +1
* frontier orbital gap (alpha / beta): 5.6 / 5.6 eV
* LUMO level (alpha / beta): -4.346 / -4.350 eV


Entry 7:
DFT (the ωB97M-V functional and the def2-TZVPD basis) results for a molecular structure, C17H22Br39O3S at a distorted geometry.

Geometry as XYZ:
```
82
Properties=species:S:1:pos:R:3
C -0.262 2.152 3.397
S -1.735 3.097 3.969
O -1.248 4.407 4.524
O -2.420 2.368 5.086
C -2.702 3.355 2.484
C -4.185 3.103 2.754
C -4.619 1.624 2.630
O -3.790 0.707 3.327
H 0.654 2.651 3.727
H -0.303 2.117 2.292
H -0.375 1.121 3.752
H -2.380 2.551 1.774
H -4.752 3.650 1.966
H -4.477 3.566 3.713
H -5.678 1.514 2.969
H -4.578 1.317 1.556
H -4.076 0.605 4.230
C -0.164 -2.018 1.786
Br -0.450 -3.926 1.596
Br 1.179 -1.637 3.126
Br 0.242 -1.190 0.083
H -1.096 -1.588 2.135
C 5.295 2.760 -1.153
Br 6.892 1.906 -1.841
Br 3.732 1.649 -1.409
Br 5.519 3.301 0.688
H 5.144 3.661 -1.732
C 8.027 -1.848 -1.278
Br 6.844 -2.503 -2.662
Br 7.395 -2.321 0.486
Br 9.852 -2.423 -1.565
H 8.019 -0.768 -1.340
C -6.680 2.100 -1.581
Br -8.434 1.556 -0.967
Br -6.546 4.020 -1.804
Br -5.325 1.369 -0.414
H -6.551 1.681 -2.570
C 9.524 -6.948 -0.846
Br 9.643 -6.600 1.053
Br 8.393 -5.658 -1.733
Br 11.272 -7.059 -1.669
H 9.056 -7.917 -0.963
C -0.700 0.646 -3.740
Br -2.188 -0.057 -2.731
Br -0.837 2.565 -3.944
Br 1.007 0.095 -2.999
H -0.750 0.212 -4.730
C 0.195 -0.219 -7.909
Br -1.302 -0.938 -6.916
Br 0.062 1.699 -8.108
Br 1.884 -0.745 -7.129
H 0.153 -0.648 -8.901
C -4.263 -5.202 1.411
Br -3.144 -6.613 0.702
Br -3.909 -4.876 3.283
Br -4.116 -3.587 0.362
H -5.288 -5.540 1.334
C -2.032 6.230 -1.705
Br -0.582 4.996 -1.350
Br -2.256 6.546 -3.606
Br -3.738 5.721 -0.914
H -1.750 7.174 -1.256
C -6.579 0.516 6.825
Br -7.099 0.711 8.679
Br -7.450 1.821 5.695
Br -4.659 0.557 6.612
H -6.916 -0.460 6.502
C 1.981 8.209 -4.544
Br 2.838 9.652 -3.579
Br 1.240 6.883 -3.347
Br 0.654 8.871 -5.789
H 2.748 7.720 -5.130
C 8.004 -7.239 5.034
Br 6.176 -6.623 4.908
Br 8.244 -8.958 4.180
Br 9.249 -5.923 4.355
H 8.224 -7.372 6.084
C -3.449 -5.065 -3.174
Br -5.299 -4.514 -3.293
Br -3.156 -6.785 -4.010
Br -2.253 -3.712 -3.856
H -3.222 -5.180 -2.120
```

* total energy: -2766614.60833 eV
* max |F|: 2.36 eV/A
* 2S+1: 1
* charge: -1
* frontier orbital gap: 4.0 eV
* LUMO level: 0.864 eV